Record 1
DFT (the ωB97M-V functional and the def2-TZVPD basis) results for the molecule CH4N2OS.

The geometry in XYZ format:
```
9
Properties=species:S:1:pos:R:3:forces:R:3
C -0.227594 -0.307996 0.152349 0.25 -0.23 -0.04
H -1.879466 -1.735002 1.812306 -0.06 0.28 0.60
H 0.198257 -2.131582 1.203056 0.27 0.47 -0.40
H -1.195131 0.116531 -0.079111 -0.26 0.29 -0.19
H 1.921117 2.220186 -0.380865 0.54 0.24 0.23
N -0.412759 -1.607356 0.584643 0.16 0.11 0.16
N 0.891609 0.247593 -0.049076 0.14 -0.33 0.21
O -1.749422 -1.852108 0.874144 -0.51 -0.67 -0.41
S 0.810263 1.732065 -0.888225 -0.52 -0.17 -0.16
```
Forces are in eV/Å.

For the LUMO energy, the calculation gives 0.66 eV. For the electronic energy, the calculation gives -16962.0768 eV. Its SMILES is ON/C=N/S. As for the charge: 0. As for the relative energy (zero: lowest compared OMol25 entry of this formula, charge and spin): 3.112 eV. The value obtained for the gap between HOMO and LUMO is 0.32916 Eh. As for the HOMO energy: -0.3049 Eh.


Record 2
DFT (the ωB97M-V functional and the def2-TZVPD basis) results for a structure of composition C14H39N3O4Ti at a distorted geometry.

The geometry in XYZ format:
```
61
Properties=species:S:1:pos:R:3:forces:R:3
Ti 0.141396 0.285709 -0.321709 1.02 -0.08 0.63
C 1.651691 -2.382681 3.383438 -0.88 1.36 1.53
C 0.866626 -1.240734 2.653118 0.78 -1.44 -0.91
C 1.022110 0.184500 3.162618 -0.98 -0.22 0.76
O 0.302640 1.174124 2.375812 1.29 -2.29 -0.20
C 0.704916 2.481019 2.672735 -0.91 0.64 -0.47
N 1.401657 -1.379008 1.309327 -0.14 1.34 -2.15
H 1.461965 -3.352617 2.923718 -0.34 0.13 0.19
H 1.400373 -2.349266 4.443545 -0.10 -0.64 0.15
H 2.732063 -2.239689 3.362183 0.05 0.37 -0.28
H -0.196276 -1.455641 2.542907 -0.12 -0.14 0.45
H 2.081523 0.385282 3.322078 0.16 0.54 -0.43
H 0.539915 0.228209 4.139201 0.21 -0.13 0.38
H 0.188993 2.874747 3.548465 0.10 -0.10 0.31
H 0.296592 3.006005 1.809165 0.49 0.65 0.09
H 1.781848 2.602817 2.788851 0.05 -0.04 -0.16
H 2.405679 -1.467072 1.374806 0.32 0.35 -0.15
H 1.124138 -2.237857 0.856040 -0.39 -0.18 0.22
C 2.855315 -1.374305 -3.427748 1.40 0.18 -0.11
C 2.257537 -0.750759 -2.188595 -0.44 -0.03 -0.84
C 2.872372 0.590906 -1.793512 0.28 -0.50 -0.45
O 2.354035 1.116563 -0.594126 -0.99 -0.51 0.06
C 2.846299 2.410486 -0.352942 -0.21 0.69 -0.08
N 0.832883 -0.572535 -2.491046 -1.13 0.09 1.38
H 2.368565 -2.314822 -3.685836 0.18 -0.14 0.34
H 3.924712 -1.497989 -3.256878 0.11 -0.48 -0.28
H 2.765253 -0.766711 -4.328192 -0.12 0.41 0.13
H 2.342962 -1.464313 -1.369060 -0.12 0.10 0.16
H 2.658877 1.257731 -2.628893 0.12 0.44 -0.11
H 3.950365 0.523054 -1.647102 0.23 -0.22 -0.39
H 2.660162 3.076112 -1.195785 0.02 -0.06 -0.38
H 3.923323 2.369658 -0.190338 0.04 0.14 0.34
H 2.269505 2.856544 0.457267 0.40 -0.31 0.24
H 0.638606 -0.237215 -3.423748 0.52 0.53 -0.28
H 0.394303 -1.481999 -2.515958 -0.01 -0.32 0.24
C -2.986390 0.228989 0.831646 0.11 -0.57 0.29
C -2.555884 -1.138339 0.226337 -1.80 0.02 0.11
C -3.796339 -1.989240 -0.203053 -0.20 0.42 2.11
O -4.484139 -2.366101 0.995302 0.13 -0.64 -0.03
C -3.885688 -3.441396 1.742478 -0.18 0.74 0.19
N -1.714910 -0.908612 -0.918943 0.54 -0.09 -0.60
H -3.717078 0.183310 1.639189 -0.07 -0.60 -0.05
H -3.428510 0.918646 0.112624 0.24 -0.07 -0.37
H -2.098080 0.662739 1.290845 0.12 0.30 -0.19
H -1.949544 -1.649603 0.974028 -0.11 -0.14 -0.03
H -3.687778 -2.892235 -0.803807 0.83 0.05 -0.27
H -4.454188 -1.304352 -0.738083 -0.23 -0.09 -0.08
H -4.357201 -3.394307 2.724084 -0.07 -0.17 -0.11
H -2.816781 -3.315028 1.914478 0.20 0.29 -0.12
H -3.997794 -4.444631 1.331317 -0.41 0.08 -0.42
H -1.376470 -1.813158 -1.214502 0.43 -0.33 0.12
H -2.301110 -0.685731 -1.710646 -0.38 0.73 -0.27
C -0.958793 3.844961 -2.773344 0.97 -0.41 -1.05
C -0.816213 2.465462 -2.133636 -0.59 1.20 -0.47
O -0.543272 2.638500 -0.752829 0.34 -0.86 0.27
H -1.322849 3.661329 -3.784205 -0.46 0.46 -0.01
H 0.002245 4.336406 -2.924922 0.28 -0.20 0.18
H -1.533788 4.591453 -2.225391 -0.54 -0.47 0.02
H -0.042594 1.844567 -2.585413 0.28 0.34 0.15
H -1.741905 1.911680 -2.290197 -0.26 -0.13 0.22
H -1.257870 3.196437 -0.437160 -0.07 0.00 0.43
```
Forces are in eV/Å.

For the LUMO energy (alpha / beta), the calculation gives -2.25 / -2.50 eV. For the electronic energy, the calculation gives -50917.1680 eV. As for the charge: +1. The multiplicity is 4. As for the relative energy (zero: lowest compared OMol25 entry of this formula, charge and spin): 0.000 eV. The value obtained for the gap between HOMO and LUMO (alpha / beta) is 0.17167 / 0.34871 Eh. As for the HOMO energy (alpha / beta): -0.2544 / -0.4406 Eh.


Record 3
DFT (the ωB97M-V functional and the def2-TZVPD basis) results for the molecule C4H7NO2 at a distorted geometry.

The geometry in XYZ format:
```
14
Properties=species:S:1:pos:R:3:forces:R:3
O 2.206237 -0.284736 0.105659 0.20 -0.03 0.24
C 1.227197 0.320327 -0.686430 -0.02 -0.02 -0.34
C -0.149802 0.090886 -0.121362 0.37 0.24 0.91
C -0.548286 -1.077829 0.684928 -0.33 -0.96 -0.07
N -0.077257 0.032091 1.443109 -0.31 1.33 -1.62
C -1.324701 0.649484 -0.865630 -0.09 0.27 0.67
O -2.401595 0.803430 -0.340535 0.12 0.13 -0.30
H 1.924251 -0.128099 1.024332 0.10 -0.04 -0.15
H 1.381093 1.411680 -0.766305 0.02 -0.18 0.02
H 1.315869 -0.094907 -1.692472 -0.02 -0.02 -0.04
H 0.076084 -1.949774 0.724451 0.22 -0.31 -0.05
H -1.618279 -1.243667 0.663705 -0.01 -0.26 0.12
H -0.827227 0.618951 1.782791 -0.36 -0.11 0.20
H -1.183590 0.852166 -1.956235 0.10 -0.05 0.41
```
Forces are in eV/Å.

For the LUMO energy, the calculation gives 0.63 eV. For the electronic energy, the calculation gives -9844.7616 eV. Its SMILES is O=C[C@]1(CO)CN1. As for the charge: 0. As for the relative energy (zero: lowest compared OMol25 entry of this formula, charge and spin): 2.518 eV. The value obtained for the gap between HOMO and LUMO is 0.40089 Eh. As for the HOMO energy: -0.3776 Eh.


Record 4
DFT (the ωB97M-V functional and the def2-TZVPD basis) results for a structure of composition C20H25BF4N2PtSi at a distorted geometry.

The geometry in XYZ format:
```
54
Properties=species:S:1:pos:R:3:forces:R:3
Pt -0.420616 -0.800189 -0.093254 -0.25 -2.74 0.38
C -1.097229 0.874188 -0.985082 1.85 0.06 0.16
Si -2.448128 1.764168 -0.077319 -1.71 -0.53 -1.82
C -1.625064 2.291513 1.907140 1.88 -0.46 2.51
N -0.996851 1.258650 2.506970 -1.33 1.78 0.05
C 0.406274 1.355357 2.880762 0.44 -0.39 -0.60
C 0.432222 1.957775 4.319728 -0.28 0.10 0.14
C -0.728880 1.438820 5.178815 0.08 -0.12 -0.06
C -1.185639 0.078426 4.660361 0.10 0.17 0.04
C -1.750933 0.248242 3.235031 -0.11 -0.20 0.05
C -2.790062 3.446434 -0.682977 0.61 0.28 0.33
C -4.110527 3.862503 -0.925532 -0.04 0.04 0.18
C -4.353959 5.146205 -1.382775 -0.14 -0.15 -0.03
C -3.301931 6.023333 -1.594824 0.10 0.08 -0.06
C -1.986932 5.624085 -1.368241 0.07 -0.03 -0.01
C -1.733596 4.346227 -0.913377 -0.04 0.15 -0.05
C -4.029316 0.880953 0.257058 -0.23 -0.36 0.59
C -4.785658 1.086418 1.442141 0.78 -0.05 -0.65
C -5.878784 0.308299 1.727442 -0.54 -0.47 -0.35
C -6.287952 -0.670359 0.812976 0.26 0.19 -0.17
C -5.580182 -0.873224 -0.379034 -0.77 0.06 0.52
C -4.489935 -0.091581 -0.667263 0.87 0.42 0.48
H -0.291154 1.575867 -1.200077 -0.19 0.22 -0.28
H -1.478691 0.486370 -1.939319 -0.23 0.28 -0.01
H -2.539030 2.612972 2.408046 -0.58 -0.55 -0.67
H -0.962365 3.118905 1.662598 0.07 -0.15 -0.43
H 0.948722 1.980151 2.175026 -0.07 0.04 -0.04
H 0.842600 0.357564 2.887338 -0.13 -0.04 -0.06
H 0.414303 3.044811 4.248985 0.03 0.01 -0.02
H 1.395054 1.661816 4.736089 0.02 -0.02 -0.04
H -1.568903 2.137686 5.162356 0.02 0.03 0.02
H -0.412020 1.351897 6.216356 -0.01 0.04 0.03
H -1.981253 -0.352927 5.265318 0.00 -0.02 -0.01
H -0.355615 -0.627879 4.663001 -0.03 -0.06 -0.01
H -2.804963 0.515052 3.223269 0.01 0.11 -0.05
H -1.664096 -0.709461 2.710395 0.08 -0.08 -0.26
H -4.940344 3.185269 -0.771791 0.02 -0.02 0.06
H -5.370799 5.462433 -1.571491 0.00 -0.01 -0.04
H -3.503481 7.024963 -1.950525 0.00 0.02 0.02
H -1.170370 6.309716 -1.546056 0.00 0.02 -0.03
H -0.704413 4.044955 -0.750990 0.04 -0.02 0.02
H -4.514568 1.865257 2.143727 0.08 0.06 0.10
H -6.422632 0.447445 2.651313 -0.09 0.06 -0.04
H -7.184171 -1.244850 1.008705 0.13 -0.13 0.09
H -5.888221 -1.646266 -1.069274 -0.10 0.07 -0.05
H -3.965703 -0.250472 -1.599422 0.09 -0.05 -0.01
N 2.527802 -1.801785 -0.539012 -0.32 -0.10 0.21
C 1.503415 -1.348933 -0.283880 -0.37 1.99 -0.37
H 3.393862 -2.260800 -0.758963 0.02 -0.05 0.00
F -0.717745 -2.768618 0.935942 0.18 0.10 -0.10
B -2.165612 -2.809839 0.705914 -0.26 -0.14 0.18
F -2.301987 -1.772263 -0.376148 -0.16 0.54 0.16
F -2.596136 -3.981649 0.259237 0.08 -0.13 -0.09
F -2.795469 -2.304553 1.812046 0.08 0.15 0.10
```
Forces are in eV/Å.

For the LUMO energy, the calculation gives -10.28 eV. For the electronic energy, the calculation gives -46783.0055 eV. As for the charge: +2. As for the relative energy (zero: lowest compared OMol25 entry of this formula, charge and spin): 3.356 eV. The value obtained for the gap between HOMO and LUMO is 0.17322 Eh. As for the HOMO energy: -0.5510 Eh.


Record 5
DFT (the ωB97M-V functional and the def2-TZVPD basis) results for a structure of composition C13H33AgN3O6 at a distorted geometry.

The geometry in XYZ format:
```
56
Properties=species:S:1:pos:R:3:forces:R:3
Ag -0.508703 0.298746 -1.133886 0.67 -0.57 0.09
C -0.140639 0.722842 -3.772799 -0.05 -3.82 0.63
O 0.790895 0.632843 -2.948272 1.89 1.58 0.15
O -1.312925 0.498553 -3.346695 -2.82 0.98 1.21
O -0.153494 0.475975 -4.977653 1.21 1.26 -2.65
C 2.425247 2.704672 0.026317 0.12 1.49 0.37
C 1.880790 1.583976 0.838536 0.56 -2.74 1.79
C 2.330497 1.612107 2.345455 0.00 0.10 -0.11
O 2.101636 0.411340 3.104408 -0.97 -0.35 -2.71
C 2.528716 0.390651 4.410941 1.37 0.47 0.23
N 0.412504 1.402357 0.781325 0.90 0.98 0.68
H 2.136344 3.627371 0.529576 -0.51 0.51 -0.43
H 2.130216 2.668172 -1.022360 -0.32 0.00 0.16
H 3.506921 2.839198 0.026647 0.19 -0.82 0.16
H 2.350456 0.692557 0.422739 -0.23 -0.38 0.06
H 1.731501 2.359639 2.865545 0.24 0.73 -0.03
H 3.392454 1.857180 2.328778 0.22 0.13 0.43
H 2.419838 -0.626298 4.787848 -0.44 0.25 0.19
H 2.089297 1.181405 5.018997 -0.51 -0.18 0.29
H 3.598505 0.598888 4.427920 0.43 0.01 0.18
H 0.112660 0.985047 1.650840 0.26 -1.07 0.18
H 0.064342 2.326517 0.993029 -0.50 0.63 -0.74
C -4.724694 1.026999 -0.551738 0.60 0.47 0.17
C -3.195440 1.075307 -0.825097 -1.73 2.60 0.71
C -2.609598 2.551921 -0.608347 -0.09 -1.46 -1.38
O -1.212745 2.557944 -0.982133 -1.62 1.97 0.33
C -0.682918 3.897673 -1.177685 -0.20 -0.95 0.15
N -2.605022 0.130213 0.070540 0.17 -1.50 0.40
H -4.997279 -0.018530 -0.408003 -0.20 -0.06 -0.43
H -5.337515 1.481403 -1.330248 -0.05 0.05 0.16
H -4.893264 1.472953 0.428473 -0.33 0.37 -0.02
H -3.083610 0.816639 -1.878044 0.71 -0.14 0.18
H -2.746694 3.002740 0.374542 0.03 -0.49 0.52
H -3.221639 3.168576 -1.266572 0.20 0.26 -0.39
H -1.251997 4.674064 -0.666336 -0.44 -0.11 -0.06
H -0.655363 4.077431 -2.252407 0.19 0.25 0.09
H 0.302007 3.930507 -0.711907 0.07 -0.10 -0.45
H -2.900231 0.244657 1.029628 0.26 1.22 0.52
H -3.172966 -0.694354 -0.062188 0.49 -0.91 -0.68
C 2.146886 -1.869054 -0.624036 -1.22 -1.31 -1.02
C 0.776490 -2.627104 -0.913654 1.43 -0.64 2.01
C 0.874848 -4.083744 -0.284570 -0.16 0.79 0.34
O -0.184427 -4.971418 -0.675343 0.88 1.33 -0.88
C 0.076060 -6.273426 -0.292207 -0.35 -1.25 0.21
N -0.294571 -1.840716 -0.264409 -0.14 -1.91 -0.40
H 2.193091 -1.623419 0.436920 -0.10 0.16 -0.02
H 2.215331 -0.990957 -1.266188 -0.02 0.09 0.18
H 2.977671 -2.539814 -0.843108 0.12 0.12 -0.10
H 0.459129 -2.759817 -1.947957 0.61 0.29 -0.19
H 0.836598 -4.116783 0.804259 -0.22 0.91 0.56
H 1.907595 -4.413616 -0.397415 -0.05 -0.82 -1.10
H 0.148522 -6.387919 0.789342 0.20 0.16 0.32
H 0.964943 -6.708899 -0.748650 0.31 0.22 -0.09
H -0.752775 -6.914361 -0.592772 -0.16 0.21 -0.14
H -1.025102 -2.513284 -0.449051 -1.35 0.47 -0.24
H -0.218380 -2.005552 0.729127 0.48 0.52 0.58
```
Forces are in eV/Å.

For the LUMO energy (alpha / beta), the calculation gives 0.34 / -0.05 eV. For the electronic energy, the calculation gives -34765.8129 eV. As for the charge: 0. The multiplicity is 2. As for the relative energy (zero: lowest compared OMol25 entry of this formula, charge and spin): 2.119 eV. The value obtained for the gap between HOMO and LUMO (alpha / beta) is 0.29252 / 0.27934 Eh. As for the HOMO energy (alpha / beta): -0.2801 / -0.2814 Eh.


Record 6
DFT (the ωB97M-V functional and the def2-TZVPD basis) results for the molecule C6H12O at a distorted geometry.

The geometry in XYZ format:
```
19
Properties=species:S:1:pos:R:3:forces:R:3
C -1.887233 -0.778594 1.760717 0.08 0.09 0.18
C -1.079214 -0.760343 0.483953 0.41 0.34 0.14
C 0.452228 -0.489376 0.756853 0.11 -0.40 0.40
C 1.169373 -0.373911 -0.588461 -0.04 0.51 0.08
C 0.932610 1.046116 -0.824895 0.03 0.10 -0.83
C 0.922143 1.464128 -2.190728 0.31 0.39 -0.46
O 0.945742 0.627571 1.531893 -1.27 -0.36 0.79
H -2.952059 -0.949952 1.569777 0.19 -0.01 0.10
H -1.757959 0.183769 2.255328 -0.15 -0.05 0.19
H -1.496511 -1.558710 2.420113 -0.21 0.07 0.08
H -1.526256 -0.025343 -0.206468 0.40 0.01 0.11
H -1.195584 -1.743645 -0.022546 0.48 0.48 0.18
H 0.836027 -1.315661 1.347348 -0.16 -0.39 -0.01
H 0.937104 -1.078431 -1.414389 -0.10 0.24 0.41
H 2.248425 -0.437413 -0.384533 0.03 0.08 -0.02
H 1.602628 0.894519 -2.821472 -0.01 -0.08 -0.50
H 1.113698 2.527483 -2.200634 -0.10 0.35 -0.66
H -0.121991 1.283351 -2.503924 0.12 0.06 -0.03
H 0.856827 1.484445 1.032068 -0.14 -1.43 -0.13
```
Forces are in eV/Å.

For the LUMO energy, the calculation gives 0.10 eV. For the electronic energy, the calculation gives -8459.8957 eV. As for the charge: 0. As for the relative energy (zero: lowest compared OMol25 entry of this formula, charge and spin): 4.458 eV. The value obtained for the gap between HOMO and LUMO is 0.30748 Eh. As for the HOMO energy: -0.3036 Eh.